No. 1
Density functional theory data (ωB97M-V/def2-TZVPD) for an isolated molecule of C3H5Br in a non-equilibrium geometry.

```
9
Properties=species:S:1:pos:R:3:forces:R:3:nbo_charge:R:1
C 0.5673 -1.5598 -0.0268 -2.4 -8.6 -0.1 -0.429
C 0.8930 -0.2775 0.0012 2.2 13.0 0.5 -0.082
C -0.1257 1.1963 0.0077 5.6 -1.8 2.7 -0.601
Br 2.7633 0.0741 0.0101 -0.9 0.0 0.1 0.077
H 1.3486 -2.3097 -0.1494 -0.6 0.0 -0.1 0.200
H -0.4862 -1.7855 -0.0545 0.0 -0.6 0.0 0.187
H 0.2126 2.0560 0.7214 0.1 -1.9 -0.9 0.217
H 0.0543 1.5843 -0.9294 -0.8 0.6 -2.3 0.221
H -0.9948 0.8749 0.4222 -3.1 -0.8 0.1 0.210
```
Positions in Å, forces in eV/Å.

Calculated values
- Largest force on an atom: 0.257 hartree/bohr
- Calculated total energy: -73228.114 eV
- LUMO energy (alpha / beta): 0.033 / -0.086 Ha
- Gap between HOMO and LUMO (alpha / beta): 6.28 / 8.06 eV
- HOMO level (alpha / beta): -5.4 / -10.4 eV
- Charge: 0
- Spin multiplicity: 3
- Energy relative to the best compared isomer or geometry (same formula, charge and spin): 50.6 kcal per mole


No. 2
Density functional theory data (ωB97M-V/def2-TZVPD) for a structure of composition C3H5Br2NO in a non-equilibrium geometry.

```
12
Properties=species:S:1:pos:R:3:forces:R:3:nbo_charge:R:1
C -0.0212 -0.8012 -2.8155 -0.5 -0.3 -1.2 0.868
C 0.5416 1.0289 2.1803 0.5 3.0 -5.6 -0.638
C -0.2238 0.2831 1.0557 0.5 1.7 -1.2 -0.338
N -0.6715 -1.6932 -3.2379 -1.0 -1.7 -0.4 -0.779
O 0.5061 0.1321 -2.4104 1.2 1.7 1.2 -0.525
Br 0.6279 -1.4549 0.7221 -0.2 0.5 0.0 0.024
Br -2.0790 0.0027 1.6003 0.3 0.1 -0.3 0.027
H 0.0828 1.9924 2.4075 -0.6 -0.5 0.5 0.229
H 0.6791 0.3765 2.9280 1.0 -1.8 3.0 0.218
H 1.4540 1.4550 1.5926 -0.7 -1.4 1.5 0.222
H -0.1475 0.9220 0.0555 -0.6 -1.7 2.1 0.254
H -0.7485 -2.2436 -4.0783 0.2 0.3 0.4 0.436
```
Positions in Å, forces in eV/Å.

Calculated values
- Largest force on an atom: 0.124 hartree/bohr
- Calculated total energy: -146813.957 eV
- LUMO energy: 0.023 Ha
- Gap between HOMO and LUMO: 10.65 eV
- HOMO level: -10.0 eV
- Charge: 0
- Energy relative to the best compared isomer or geometry (same formula, charge and spin): 16.1 kcal per mole


Please write out number 1 again, unchanged.
Density functional theory data (ωB97M-V/def2-TZVPD) for an isolated molecule of C3H5Br in a non-equilibrium geometry.

```
9
Properties=species:S:1:pos:R:3:forces:R:3:nbo_charge:R:1
C 0.5673 -1.5598 -0.0268 -2.4 -8.6 -0.1 -0.429
C 0.8930 -0.2775 0.0012 2.2 13.0 0.5 -0.082
C -0.1257 1.1963 0.0077 5.6 -1.8 2.7 -0.601
Br 2.7633 0.0741 0.0101 -0.9 0.0 0.1 0.077
H 1.3486 -2.3097 -0.1494 -0.6 0.0 -0.1 0.200
H -0.4862 -1.7855 -0.0545 0.0 -0.6 0.0 0.187
H 0.2126 2.0560 0.7214 0.1 -1.9 -0.9 0.217
H 0.0543 1.5843 -0.9294 -0.8 0.6 -2.3 0.221
H -0.9948 0.8749 0.4222 -3.1 -0.8 0.1 0.210
```
Positions in Å, forces in eV/Å.

Calculated values
- Largest force on an atom: 0.257 hartree/bohr
- Calculated total energy: -73228.114 eV
- LUMO energy (alpha / beta): 0.033 / -0.086 Ha
- Gap between HOMO and LUMO (alpha / beta): 6.28 / 8.06 eV
- HOMO level (alpha / beta): -5.4 / -10.4 eV
- Charge: 0
- Spin multiplicity: 3
- Energy relative to the best compared isomer or geometry (same formula, charge and spin): 50.6 kcal per mole